1.
{"formula": "C6H10OS", "method": "ωB97M-V with the def2-TZVPD basis set", "symbols": ["H", "H", "C", "C", "H", "H", "H", "H", "C", "C", "C", "S", "H", "H", "H", "O", "C", "H"], "xyz": [[-0.203644, 0.458971, -1.980025], [-1.715348, 0.391257, -1.090857], [1.624139, 0.657023, -0.095517], [-0.213321, 1.524004, 1.318887], [-1.376345, -1.757608, -0.718546], [-0.053550, 2.515543, 0.981168], [0.026041, -1.383190, 1.492399], [0.126536, -2.389864, -1.282379], [-0.448757, -2.073600, -0.374368], [0.276007, -1.075029, 0.474800], [-0.694166, 0.800896, -1.093127], [2.078370, -1.058245, 0.107784], [-1.296550, 1.458483, 1.678932], [-0.816217, 1.850452, -1.321751], [-0.432934, -3.090462, -0.001239], [2.442214, 1.517644, -0.188294], [0.122714, 0.591910, 0.080136], [0.554808, 1.061812, 2.011994]], "forces_ev_per_a": [[0.25, -0.73, -0.67], [0.41, -0.08, 0.41], [1.72, -0.54, -0.13], [-0.26, -3.15, -0.19], [-1.94, 0.31, -0.26], [0.62, 1.05, 0.16], [0.40, 0.91, 0.29], [-0.26, 1.21, 0.11], [2.35, -1.54, -1.81], [-0.26, 1.02, -0.45], [-1.25, 0.77, -2.02], [-0.77, 0.19, 0.45], [1.59, -0.30, -0.41], [-0.06, 0.58, 0.27], [-0.74, 0.00, 1.16], [-0.64, 0.99, -0.32], [0.06, -2.23, 3.21], [-1.21, 1.54, 0.20]], "homo_lumo_gap_ev": 10.115, "smiles": "C[C@H]1SC(=O)C1(C)C"}

***

2.
{"formula": "C6H10OS", "method": "ωB97M-V with the def2-TZVPD basis set", "symbols": ["C", "C", "H", "O", "H", "S", "H", "H", "H", "H", "C", "C", "H", "H", "C", "H", "C", "H"], "xyz": [[-0.589509, 0.737806, 1.220346], [0.809753, 2.015823, -0.514274], [-0.876678, -0.250560, 1.620936], [2.760542, -0.101945, -0.314968], [0.722945, -0.293867, -1.813780], [1.612882, -0.595539, 0.375557], [-1.862979, -3.113839, 0.347592], [-1.658653, 1.167484, 0.909460], [0.805073, 1.865164, -1.614454], [-1.339744, -1.814168, -1.763212], [-0.854232, -1.579794, -0.771166], [0.204993, -0.563177, -0.878540], [-0.778121, -2.085319, 1.361288], [1.779363, 2.141350, -0.162022], [0.323289, 0.673365, 0.089069], [0.055053, 2.772863, -0.345413], [-1.038324, -2.362624, 0.319517], [-0.075650, 1.386970, 1.934070]], "forces_ev_per_a": [[-3.34, 0.69, 0.30], [-2.15, -2.54, -1.49], [0.58, 0.72, 0.16], [3.53, 0.68, -1.60], [-0.74, -0.47, 0.08], [-2.29, 0.06, 1.54], [0.92, 0.52, -0.32], [2.28, -0.46, 0.61], [0.44, 0.30, 0.58], [0.61, 0.03, 1.34], [1.78, 4.97, -7.15], [-1.54, -0.08, 0.38], [0.03, -0.06, -0.95], [1.70, 1.05, 0.50], [0.65, -1.27, -1.28], [0.24, 0.34, 0.55], [-2.02, -4.38, 6.28], [-0.69, -0.11, 0.47]], "s_squared": 2.01, "homo_lumo_gap_ev": [6.462, 6.650], "multiplicity": 3}

***

3.
{"formula": "C6H10OS2", "method": "ωB97M-V with the def2-TZVPD basis set", "symbols": ["C", "H", "H", "H", "H", "H", "O", "C", "S", "C", "H", "C", "H", "S", "H", "C", "C", "H", "H"], "xyz": [[-0.765609, 0.149886, -0.279623], [-2.397603, -1.090648, -1.542887], [1.249999, -1.492624, 2.086052], [2.940293, 0.669769, 2.096632], [1.053910, -1.108667, -0.116700], [-0.450877, -1.154453, 1.812326], [1.084443, 0.092870, -2.533934], [0.562905, -0.216517, 0.346324], [0.173392, 2.506805, 0.353708], [-1.411316, -1.033917, -1.013793], [-1.449025, -1.839404, -0.197270], [-0.561186, 1.478124, -0.987615], [-0.672833, -1.262929, -1.812697], [1.125488, 1.363398, -1.776807], [-1.350593, 1.887526, -1.656071], [1.226107, 1.156156, 0.095463], [0.520216, -0.612462, 1.818720], [-1.470340, 0.350130, 0.609089], [0.592629, 0.156957, 2.699085]], "forces_ev_per_a": [[-3.81, -0.48, 1.21], [0.58, 1.10, 0.89], [-0.96, 1.93, -0.64], [0.29, -0.02, 0.24], [-0.23, 1.24, -0.46], [0.26, 0.39, 1.00], [0.74, 0.18, 0.00], [2.03, 0.75, 0.82], [-0.67, 0.77, 0.08], [0.94, -1.62, -0.23], [0.14, 0.69, -1.46], [-0.09, 0.93, -0.77], [-0.48, -0.59, 0.59], [-1.09, -0.51, 0.60], [0.41, -0.24, 0.69], [1.55, -1.69, -1.25], [-0.11, -1.84, 1.92], [0.90, 0.14, -1.15], [-0.39, -1.15, -2.08]], "s_squared": 2.01, "homo_lumo_gap_ev": [9.258, 7.734], "multiplicity": 3}

***

4.
{"formula": "C6H10S", "method": "ωB97M-V with the def2-TZVPD basis set", "symbols": ["C", "H", "C", "C", "H", "H", "H", "H", "C", "H", "H", "H", "H", "C", "C", "H", "S"], "xyz": [[-0.759758, -0.013478, -1.388388], [-1.605910, 0.294351, 1.484233], [-0.548643, 0.057278, 1.238019], [-0.009529, 2.052773, -0.008204], [1.762090, 1.414433, -1.302586], [-1.487106, -1.498638, -0.054433], [1.219962, -1.660230, -1.137966], [-0.351645, -0.808555, 1.959306], [-0.575851, -0.801629, -0.094659], [-0.960639, 2.527898, 0.009420], [-1.665532, 0.426529, -1.372875], [0.492153, -2.742962, 0.168879], [1.418547, 0.659220, 0.738776], [0.711545, -1.674089, -0.089817], [0.420866, 1.129156, 0.891842], [1.356996, -1.311871, 0.597616], [0.582454, 1.949813, -1.639161]], "forces_ev_per_a": [[1.90, -2.28, 2.67], [0.71, 0.69, -0.28], [-1.92, -2.24, 0.82], [0.99, -1.17, 0.68], [0.04, -0.15, -0.20], [1.07, 0.81, 0.28], [-0.81, -0.11, 1.84], [0.53, 1.75, -0.18], [-0.15, -1.44, -1.27], [-0.85, 0.01, 0.28], [-3.25, 1.69, -1.14], [0.18, 0.92, -0.26], [-0.53, 0.82, -0.05], [-1.80, -1.88, -3.87], [0.04, -0.26, -0.80], [2.32, 0.99, 2.12], [1.53, 1.85, -0.64]], "s_squared": 2.02, "homo_lumo_gap_ev": [6.919, 7.679], "multiplicity": 3}

***

5.
{"formula": "C6H10S2", "method": "ωB97M-V with the def2-TZVPD basis set", "symbols": ["C", "H", "C", "S", "H", "H", "H", "H", "C", "H", "C", "C", "H", "C", "H", "S", "H", "H"], "xyz": [[0.814618, 1.256632, -0.277396], [0.520488, 2.140649, 0.213004], [0.960032, 1.339430, -1.747163], [-0.432187, -3.162192, 0.238261], [0.119017, 1.841620, -2.312421], [1.839990, 0.984069, 0.177297], [-2.010783, 0.846572, -0.734755], [-0.023873, -4.251755, 1.044143], [-1.638384, 0.040687, -0.071934], [1.058261, 0.318704, -1.961883], [0.707630, -1.924169, 0.774821], [-1.142006, 0.374558, 1.364074], [-1.333226, 1.483842, 1.720272], [-0.178838, 0.202695, 0.202503], [-1.324586, -0.305528, 2.173780], [2.182027, -2.082532, 1.390064], [-2.011504, -0.846691, -0.104253], [1.893324, 1.743409, -2.088412]], "forces_ev_per_a": [[1.09, -1.96, 1.77], [-0.33, 1.40, 0.60], [-0.88, 0.83, -1.01], [0.64, -0.11, 1.29], [0.81, -0.77, 0.71], [-1.47, 0.29, -0.46], [-0.23, -0.69, 0.62], [-0.19, 1.20, -0.89], [3.15, 6.04, 0.64], [-0.27, -1.58, -1.37], [-0.41, 1.52, -1.41], [-0.26, 3.44, -0.97], [0.56, -2.22, -0.79], [0.32, -2.48, 2.18], [0.23, -0.55, -0.13], [-0.82, 0.27, -0.02], [-2.36, -5.33, -0.83], [0.43, 0.71, 0.09]], "homo_lumo_gap_ev": 7.797}

***

6.
{"formula": "C6H11Al3Cl12N2", "method": "ωB97M-V with the def2-TZVPD basis set", "symbols": ["H", "H", "C", "C", "N", "H", "C", "Cl", "H", "Cl", "H", "Cl", "Cl", "H", "Cl", "N", "H", "Cl", "Al", "H", "Al", "Cl", "Cl", "Al", "Cl", "C", "C", "H", "C", "H", "Cl", "Cl", "H", "Cl"], "xyz": [[-3.707296, 0.728507, -1.600339], [-1.619057, 1.299535, -0.487783], [0.469733, -2.680182, -3.034210], [-2.169159, 0.436836, -0.111954], [-0.357149, -2.220995, -1.928979], [0.236895, -1.941724, -3.801385], [-1.198531, -2.974440, -1.185845], [3.745298, -1.746433, 3.833895], [-0.048270, -0.222806, -2.182759], [-0.435432, 2.559734, -2.436558], [-1.138233, -4.051534, -1.134445], [-2.211068, 3.805839, 1.283963], [5.011860, 3.213568, -0.599742], [-2.039197, 0.333401, 0.965312], [2.308028, -3.455676, 0.479464], [-1.633440, -0.837766, -0.626090], [-4.237864, 1.275400, 0.041618], [1.776693, 1.139685, 1.704101], [3.977973, 5.483107, 1.989117], [-4.223582, -0.333111, -0.396545], [4.621446, -0.529100, 0.546865], [1.500427, 5.207082, -0.579494], [2.869232, -0.179276, -2.404604], [-0.739529, 1.801492, 3.993013], [1.208975, 4.780068, 3.762820], [-3.628467, 0.571075, -0.524655], [-0.628849, -0.934396, -1.614451], [-2.806536, -2.355424, 0.167682], [-1.933686, -2.144836, -0.432473], [0.225238, -3.683507, -3.383027], [5.552925, 1.954490, 2.829324], [-1.401391, -1.417268, 3.133357], [1.473295, -2.817862, -2.631706], [1.178718, -0.063480, 6.366512]], "forces_ev_per_a": [[0.09, 0.56, -0.01], [0.38, -0.43, 0.02], [0.22, 0.02, 0.52], [-0.87, -0.44, 0.78], [-1.59, 1.21, 0.99], [1.14, -0.25, -0.30], [0.00, -1.23, 0.55], [0.13, 0.17, -0.86], [-0.29, 0.96, 0.67], [0.32, 0.54, 0.27], [-0.12, 0.18, -0.18], [0.22, -0.75, 0.88], [-0.29, 0.30, 0.56], [-0.11, 0.35, 0.04], [0.47, 0.45, -0.03], [4.25, -0.51, -4.60], [0.67, 0.58, -0.14], [-0.38, 0.02, 0.34], [-0.95, -1.25, -0.17], [0.36, -0.57, 0.30], [-1.93, 0.69, 0.66], [0.13, -0.60, -0.20], [0.61, -0.25, 0.86], [1.80, -0.92, -1.45], [0.20, -0.39, -0.15], [-0.82, -0.68, -0.23], [-0.10, -0.20, 0.32], [0.42, -0.34, 0.35], [-2.56, 0.06, 1.81], [-0.82, 0.13, 0.21], [-0.12, -0.31, -0.80], [-0.08, 1.34, 0.24], [0.31, 0.89, -0.57], [-0.69, 0.70, -0.66]], "charge": -2, "homo_lumo_gap_ev": 2.773}